A 13-piece molecular cluster, C35H84O17S12 overall at a distorted geometry, computed with ωB97M-V/def2-TZVPD.

Calculated values
HOMO energy = -8.11 eV
Orbital gap = 0.2747 hartree
Energy above the lowest of the compared OMol25 structures with the same formula, charge and spin = 91.91 kJ/mol
Total charge = 0

Cartesian coordinates (Å):
S 5.191 -0.908 10.182
S 0.599 8.303 8.593
S -6.408 1.085 -2.770
S 5.126 6.158 1.425
S 3.652 3.818 6.463
S 8.042 -2.015 -0.065
S 1.138 -4.717 -0.455
S -5.083 -2.058 -9.391
S -5.870 -5.412 -6.096
S 2.373 -0.473 1.700
S 6.450 0.606 5.356
S -10.054 2.442 -7.988
O 6.569 -0.730 9.648
O -6.512 -0.259 -3.401
O 7.544 -1.816 1.322
O -5.533 -3.284 0.027
O 1.601 7.207 8.641
O 0.972 -0.912 1.426
O -4.395 -3.966 -1.877
O -2.911 0.577 -4.216
O 2.007 -3.534 -0.709
O -5.943 -1.424 -10.428
O -10.621 2.535 -6.616
O -1.464 -1.056 -4.812
O 5.037 0.165 5.140
O -2.358 -4.710 -2.431
O 4.575 3.516 7.595
O 4.475 6.381 2.743
O -4.518 -5.199 -6.684
C -1.017 7.555 8.837
C -5.674 -5.438 -4.313
C -3.824 -1.929 -1.012
C 0.480 -5.212 -2.042
C -3.802 -1.541 -4.828
C 7.530 -0.582 -1.023
C -1.396 -1.664 -1.608
C -3.536 0.481 -0.474
C -3.001 -3.826 -1.938
C 6.929 -3.177 -0.867
C 5.292 -0.746 11.969
C 6.735 0.616 7.124
C 4.845 -2.673 10.170
C -0.441 -1.952 -2.796
C -7.891 1.314 -1.780
C 6.166 4.700 1.586
C -2.695 -0.553 -4.579
C -3.717 -0.933 -9.070
C -2.672 -2.422 -1.501
C 3.184 5.546 6.594
C 2.617 -0.473 3.472
C -4.774 -3.083 -0.890
C -9.034 0.964 -8.032
C 2.220 -6.131 -0.205
C 4.659 4.014 4.990
C -4.259 -0.632 -0.554
C -6.263 -7.157 -6.278
C -6.827 2.301 -4.020
C 0.355 8.718 6.861
C -4.098 -3.316 -10.209
C -8.682 3.602 -8.080
C 6.476 7.338 1.294
C 7.508 -0.798 4.985
C -0.473 -0.808 -3.804
C 3.459 -1.871 1.395
H -8.331 0.976 -7.198
H 2.572 5.672 7.480
H 5.649 -3.209 10.675
H 2.759 -5.984 0.729
H 0.478 -0.763 -4.321
H 1.290 -5.331 -2.764
H 5.518 3.837 1.724
H -5.318 -0.533 -0.373
H 4.475 -1.612 1.703
H 2.002 0.312 3.908
H -2.479 0.511 -0.285
H -0.184 -4.434 -2.360
H 7.170 -1.668 5.550
H 3.893 -2.858 10.666
H -5.448 -7.761 -5.876
H 5.454 4.735 5.180
H 3.106 -2.742 1.947
H -7.854 0.612 -0.949
H -6.882 3.290 -3.565
H 1.274 9.166 6.489
H -1.791 8.307 8.687
H 2.323 -1.439 3.885
H 7.110 7.271 2.178
H 6.754 4.573 0.677
H -9.087 4.610 -8.019
H 6.459 -0.420 -0.898
H -4.047 1.426 -0.535
H 1.619 -7.038 -0.139
H -3.001 -1.416 -8.404
H 7.770 -0.744 -2.074
H 7.052 -4.146 -0.388
H 2.610 5.828 5.710
H -3.237 -0.658 -10.010
H 6.451 -0.338 7.545
H 6.066 -1.410 12.355
H 6.046 8.335 1.226
H -3.371 -3.718 -9.503
H -9.687 0.099 -7.944
H -4.118 -0.043 -8.589
H -1.148 6.728 8.138
H -6.386 -7.367 -7.338
H -4.767 -4.110 -10.533
H 4.784 -2.996 9.133
H -4.220 -1.371 -5.815
H -0.079 -6.141 -1.940
H -6.042 2.293 -4.774
H -7.782 2.039 -4.479
H -6.622 -5.707 -3.847
H 2.928 -6.203 -1.031
H 8.078 0.282 -0.654
H 4.079 6.163 6.677
H -7.998 3.429 -7.248
H 6.126 1.409 7.558
H 3.442 -2.089 0.331
H 5.898 -2.839 -0.753
H -4.898 -6.151 -4.033
H 7.443 -1.005 3.917
H -8.774 1.116 -2.388
H 5.545 0.286 12.198
H -8.496 0.917 -8.979
H -4.601 -1.401 -4.116
H -3.594 -2.883 -11.074
H -1.576 -0.603 -1.551
H -8.164 3.475 -9.031
H 6.821 4.808 2.450
H -3.406 -2.548 -4.745
H -0.594 0.153 -3.318
H 8.537 -0.551 5.247
H 3.666 -0.272 3.686
H 7.789 0.816 7.316
H 4.326 -0.991 12.409
H 0.569 -1.960 -2.395
H -7.915 2.334 -1.396
H -7.192 -7.375 -5.752
H 0.132 7.814 6.294
H -0.462 9.435 6.772
H 7.053 7.128 0.394
H 7.188 -3.256 -1.923
H -1.064 7.182 9.858
H 4.034 4.356 4.166
H -0.853 -1.914 -0.691
H -0.638 -2.883 -3.301
H -5.384 -4.442 -3.994
H 5.094 3.048 4.739

One molecule with the formula C2H6N2S at a distorted geometry, computed with ωB97M-V/def2-TZVPD.

Calculated values
HOMO energy = -7.82 eV
Orbital gap = 0.3260 hartree
Energy above the lowest of the compared OMol25 structures with the same formula, charge and spin = 429.24 kJ/mol
Total charge = 0

Cartesian coordinates (Å):
S 1.695 1.097 -1.315
N -0.473 0.001 0.061
N -1.446 -1.032 -0.011
C 0.911 -0.179 -0.395
C 0.294 0.295 1.299
H 0.321 1.403 1.372
H -1.637 -1.336 -0.979
H -2.318 -0.403 0.252
H 1.537 -1.089 -0.539
H 0.386 -0.319 2.178
H 0.729 1.561 -1.923

C9H26BrN4O3Y as an isolated structure at a distorted geometry, computed with ωB97M-V/def2-TZVPD.

Calculated values
HOMO energy (alpha / beta) = -16.10 / -16.10 eV
<S²> = 1.76
Orbital gap (alpha / beta) = 0.1117 / 0.0948 hartree
Spin multiplicity = 2
Total charge = +3

Cartesian coordinates (Å):
Y -5.090 -1.350 0.149
Br -2.473 -0.537 -0.654
O 2.563 -2.897 1.580
O 1.291 2.697 1.712
O -2.170 2.076 -5.875
N -2.377 2.427 1.108
N -2.724 1.068 -4.050
N -0.360 -3.404 -0.860
N -0.597 1.299 -4.389
C -1.108 3.022 1.369
C -1.120 3.868 2.721
C 2.316 1.631 1.546
C 1.695 -2.248 -1.264
C 1.005 -3.359 -0.415
C -1.816 1.518 -4.885
C 1.224 -3.000 1.085
C 2.760 -3.532 2.779
C 0.032 2.073 1.574
H -0.539 4.790 2.710
H 1.554 -2.354 -2.340
H -0.325 1.465 2.404
H -2.232 1.705 0.416
H 1.383 -4.357 -0.639
H 2.509 -4.593 2.778
H -2.901 3.106 0.574
H 2.131 0.656 1.997
H 0.168 1.407 -5.040
H -2.502 0.378 -3.347
H 3.179 2.015 2.088
H -0.355 -3.371 -1.869
H 0.555 -3.493 1.791
H -0.518 0.446 -3.854
H -0.774 -2.519 -0.603
H -0.081 1.469 0.674
H 0.815 -2.006 1.267
H 2.615 1.363 0.532
H -0.875 3.759 0.602
H 1.065 -1.416 -0.952
H 2.757 -2.243 -1.018
H -3.645 1.070 -4.466
H -2.043 4.427 2.877
H -1.070 3.367 3.688
H 3.832 -3.498 2.972
H 2.246 -2.927 3.527